No. 1
A 2-piece molecular cluster, C40H28O2 overall, computed with ωB97M-V with the def2-TZVPD basis set.

Geometry (Å):
C1 -3.54 1.19 -3.18
C2 -2.94 1.77 -2.06
C3 -1.86 1.11 -1.47
C4 -1.40 -0.12 -1.95
C5 -0.26 -0.70 -1.22
C6 0.99 0.05 -1.26
C7 2.27 -0.69 -1.55
C8 2.47 -1.29 -2.79
C9 3.75 -1.72 -3.15
C10 4.80 -1.65 -2.22
C11 4.58 -1.10 -0.95
C12 3.32 -0.58 -0.65
O1 1.01 1.29 -1.18
C13 -0.28 -2.05 -0.69
C14 -1.57 -2.82 -0.93
C15 -2.72 -2.36 -0.28
C16 -3.95 -2.95 -0.56
C17 -4.01 -4.01 -1.48
C18 -2.85 -4.50 -2.08
C19 -1.61 -3.91 -1.80
O2 0.64 -2.54 -0.03
C20 -2.01 -0.68 -3.09
C21 -3.07 -0.02 -3.71
H1 -4.38 1.70 -3.65
H2 -3.28 2.71 -1.63
H3 -1.34 1.50 -0.60
H4 1.62 -1.40 -3.47
H5 3.91 -2.09 -4.16
H6 5.79 -2.01 -2.49
H7 5.37 -1.04 -0.21
H8 3.13 -0.08 0.30
H9 -2.65 -1.50 0.39
H10 -4.85 -2.57 -0.09
H11 -4.98 -4.45 -1.73
H12 -2.91 -5.33 -2.79
H13 -0.69 -4.23 -2.29
H14 -1.62 -1.63 -3.47
H15 -3.53 -0.45 -4.60
C22 0.34 1.41 1.70
C23 -0.95 2.05 1.71
C24 -1.22 3.18 0.88
C25 -2.38 3.94 1.05
C26 -3.34 3.55 1.99
C27 -3.13 2.41 2.77
C28 -1.96 1.67 2.64
C29 0.65 0.14 2.33
C30 2.05 0.12 2.64
C31 2.62 -0.90 3.37
C32 1.78 -1.91 3.86
C33 0.41 -1.92 3.55
C34 -0.15 -0.93 2.73
C35 2.64 1.35 2.12
C36 1.59 2.15 1.54
C37 1.91 3.39 1.01
C38 3.26 3.73 0.85
C39 4.28 2.91 1.37
C40 3.97 1.74 2.06
H16 -0.53 3.41 0.07
H17 -2.52 4.84 0.45
H18 -4.25 4.14 2.13
H19 -3.88 2.10 3.51
H20 -1.76 0.83 3.30
H21 3.69 -0.87 3.58
H22 2.20 -2.70 4.50
H23 -0.23 -2.71 3.93
H24 -1.19 -0.98 2.41
H25 1.13 4.07 0.69
H26 3.52 4.63 0.30
H27 5.33 3.20 1.22
H28 4.74 1.11 2.52

Results
- Highest occupied orbital energy: -0.238 Ha
- Frontier orbital gap: 0.1264 Ha
- Energy: -46026.648 eV
- Maximum force: 1.4 eV Å⁻¹



No. 2
C40H29BaBrF4IN8O3S5 as an isolated structure, computed with ωB97M-V with the def2-TZVPD basis set.

Geometry (Å):
Ba1 -0.18 -0.78 0.44
O1 4.09 1.90 -0.70
C1 3.49 2.76 -1.60
C2 4.31 3.59 -2.37
C3 3.77 4.51 -3.25
C4 2.39 4.61 -3.35
C5 1.59 3.79 -2.58
C6 2.11 2.84 -1.69
C7 1.15 1.99 -0.89
O2 1.49 0.77 -0.70
N1 0.12 2.66 -0.46
N2 -0.64 1.87 0.43
C8 -1.51 2.56 1.09
C9 -2.38 2.06 2.15
C10 -3.28 2.99 2.68
C11 -4.09 2.70 3.76
C12 -3.98 1.45 4.36
C13 -3.08 0.51 3.90
C14 -2.26 0.77 2.77
O3 -1.40 -0.10 2.38
H1 5.01 2.17 -0.66
H2 5.39 3.51 -2.27
H3 4.42 5.14 -3.84
H4 1.94 5.33 -4.03
H5 0.51 3.87 -2.62
H6 -1.57 3.63 0.88
H7 -3.34 3.98 2.22
H8 -4.79 3.44 4.14
H9 -4.60 1.21 5.22
H10 -2.98 -0.45 4.37
N3 -0.62 -0.80 -2.58
C15 -1.85 -0.87 -3.34
C16 -2.41 -2.29 -3.41
C17 -2.73 -2.97 -2.08
C18 -3.71 -2.20 -1.18
N4 -3.01 -1.57 -0.06
H11 -0.17 0.11 -2.63
H12 0.06 -1.46 -2.95
H13 -1.73 -0.50 -4.37
H14 -2.59 -0.23 -2.86
H15 -1.71 -2.91 -3.99
H16 -3.33 -2.25 -4.01
H17 -1.82 -3.18 -1.51
H18 -3.15 -3.95 -2.32
H19 -4.50 -2.88 -0.84
H20 -4.20 -1.41 -1.76
H21 -2.81 -2.29 0.64
H22 -3.60 -0.89 0.42
C19 -2.15 -7.20 1.15
S1 -1.79 -7.01 2.91
C20 -0.23 -6.20 2.82
C21 -0.04 -4.93 2.38
S2 -1.10 -3.74 1.77
S3 1.66 -4.45 2.37
C22 2.37 -5.90 2.97
S4 4.01 -6.09 3.19
S5 1.19 -7.11 3.28
H23 -3.18 -7.54 1.07
H24 -1.49 -7.93 0.68
H25 -2.06 -6.23 0.66
F1 3.38 -1.63 1.20
C23 4.47 -1.21 0.58
C24 5.47 -0.68 1.29
F2 5.34 -0.59 2.61
C25 6.69 -0.18 0.69
C26 6.74 -0.30 -0.75
C27 5.73 -0.80 -1.47
F3 5.84 -0.86 -2.79
C28 4.52 -1.32 -0.87
C29 3.51 -1.87 -1.61
C30 2.36 -2.47 -1.01
N5 1.36 -2.88 -0.61
C31 3.47 -1.91 -3.03
N6 3.34 -1.98 -4.17
F4 7.82 0.14 -1.38
C32 7.71 0.36 1.42
C33 8.92 0.86 0.85
N7 9.93 1.28 0.49
C34 7.69 0.50 2.85
N8 7.76 0.69 3.98
Br1 -6.16 0.76 0.68
C35 -5.84 2.61 0.53
C36 -6.51 3.45 1.42
C37 -6.29 4.81 1.39
C38 -5.39 5.35 0.48
C39 -4.73 4.52 -0.41
C40 -4.96 3.14 -0.39
I1 -3.93 1.98 -1.77
H26 -7.19 3.01 2.14
H27 -6.81 5.45 2.10
H28 -5.20 6.41 0.46
H29 -4.03 4.93 -1.12

Results
- Charge: -1
- Highest occupied orbital energy: -0.171 Ha
- Frontier orbital gap: 0.1027 Ha
- Energy: -203898.431 eV
- Energy relative to the best compared isomer or geometry (same formula, charge and spin): 48.95 kcal/mol
- Maximum force: 0.9 eV Å⁻¹



No. 3
C40H29BrN8O7Pb as an isolated structure, computed with ωB97M-V with the def2-TZVPD basis set.

Geometry (Å):
Pb1 0.38 -0.48 -0.50
C1 -0.13 -2.93 3.66
C2 0.20 -2.76 2.31
N1 -0.59 -2.17 1.45
C3 -1.78 -1.70 1.84
C4 -2.21 -1.81 3.19
C5 -1.34 -2.45 4.09
C6 -3.47 -1.28 3.55
C7 -4.24 -0.67 2.59
C8 -3.84 -0.59 1.26
C9 -2.62 -1.11 0.82
N2 -2.09 -1.15 -0.41
C10 -2.62 -1.09 -1.63
C11 -3.88 -0.65 -2.07
C12 -4.28 -0.76 -3.39
C13 -3.48 -1.35 -4.35
C14 -2.21 -1.82 -3.99
C15 -1.33 -2.50 -4.87
C16 -0.10 -2.92 -4.43
C17 0.28 -2.61 -3.12
N3 -0.51 -1.97 -2.30
C18 -1.75 -1.63 -2.66
H1 0.55 -3.43 4.33
H2 1.15 -3.11 1.92
H3 -1.65 -2.57 5.13
H4 -3.80 -1.35 4.58
H5 -5.20 -0.23 2.87
H6 -4.50 -0.09 0.57
H7 -4.56 -0.20 -1.37
H8 -5.25 -0.37 -3.67
H9 -3.83 -1.46 -5.37
H10 -1.65 -2.68 -5.89
H11 0.57 -3.47 -5.08
H12 1.25 -2.87 -2.72
Br1 2.38 -0.06 -2.70
C19 1.27 1.00 -3.88
C20 1.77 1.28 -5.12
C21 1.03 2.06 -6.02
C22 -0.18 2.57 -5.64
C23 -0.69 2.32 -4.34
C24 -1.89 2.91 -3.92
C25 -2.34 2.72 -2.65
C26 -1.64 1.88 -1.77
C27 -0.48 1.21 -2.12
C28 0.02 1.49 -3.42
H13 2.74 0.90 -5.41
H14 1.44 2.27 -7.00
H15 -0.77 3.16 -6.32
H16 -2.44 3.54 -4.62
H17 -3.26 3.20 -2.32
H18 -2.03 1.75 -0.77
O1 3.59 -3.88 -0.09
C29 3.20 -2.72 0.06
O2 2.50 -2.06 -0.72
C30 3.66 -2.05 1.40
C31 4.58 -2.73 2.14
C32 5.08 -2.23 3.37
C33 4.53 -1.04 3.88
C34 3.61 -0.34 3.15
C35 3.16 -0.76 1.81
O3 2.43 -0.01 1.16
N4 3.04 0.85 3.66
O4 3.25 1.90 3.06
O5 2.30 0.78 4.64
N5 6.09 -2.86 4.07
O6 6.56 -3.92 3.64
O7 6.51 -2.34 5.11
H19 4.95 -3.68 1.78
H20 4.88 -0.67 4.83
C36 -2.30 3.41 2.86
N6 -1.13 2.58 3.08
C37 -0.86 2.21 4.45
C38 -0.81 1.72 2.14
N7 -0.52 0.99 1.30
H21 -2.21 4.29 3.49
H22 -3.23 2.88 3.11
H23 -2.34 3.72 1.82
H24 -0.83 3.11 5.05
H25 0.10 1.70 4.52
H26 -1.64 1.54 4.84
C39 2.82 4.36 -0.32
C40 2.13 3.10 -0.32
N8 1.55 2.12 -0.35
H27 3.61 4.34 0.43
H28 2.11 5.16 -0.08
H29 3.25 4.54 -1.31

Results
- Charge: -2
- Highest occupied orbital energy: -0.051 Ha
- Frontier orbital gap: 0.1990 Ha
- Energy: -143489.987 eV
- Maximum force: 1.8 eV Å⁻¹



No. 4
C40H29F9N5PSV as an isolated structure, computed with ωB97M-V with the def2-TZVPD basis set.

Geometry (Å):
V1 -1.55 -0.67 0.56
N1 -4.70 2.49 0.95
C1 -3.79 1.51 0.68
S1 -2.87 0.91 2.02
N2 -3.68 1.19 -0.59
N3 -2.75 0.22 -0.83
C2 -2.58 -0.12 -2.06
C3 -1.66 -1.22 -2.32
C4 -1.49 -1.75 -3.60
C5 -0.67 -2.84 -3.77
C6 -0.03 -3.38 -2.66
C7 -0.22 -2.78 -1.43
N4 -1.02 -1.72 -1.24
H1 -5.00 2.57 1.91
H2 -5.38 2.67 0.24
H3 -3.13 0.37 -2.86
H4 -2.02 -1.30 -4.43
H5 -0.53 -3.27 -4.75
H6 0.62 -4.24 -2.74
H7 0.27 -3.16 -0.55
N5 -0.26 -1.37 2.27
C8 0.27 -2.66 1.95
C9 1.65 -2.81 1.81
C10 2.18 -4.03 1.44
C11 1.33 -5.11 1.22
C12 -0.04 -4.95 1.36
C13 -0.61 -3.72 1.72
C14 -2.09 -3.55 1.76
C15 -2.86 -4.59 2.28
C16 -4.24 -4.52 2.25
C17 -4.85 -3.40 1.70
C18 -4.07 -2.35 1.22
C19 -2.67 -2.37 1.23
H8 0.48 -0.76 2.61
H9 -0.99 -1.43 2.97
H10 2.30 -1.96 2.01
H11 3.25 -4.14 1.33
H12 1.74 -6.07 0.93
H13 -0.70 -5.78 1.16
H14 -2.38 -5.46 2.71
H15 -4.84 -5.32 2.66
H16 -5.93 -3.33 1.67
H17 -4.58 -1.48 0.82
F1 0.26 7.89 0.61
C20 -0.36 7.27 -0.41
F2 0.20 7.74 -1.54
F3 -1.64 7.67 -0.40
C21 -0.21 5.78 -0.31
C22 1.04 5.21 -0.53
C23 1.20 3.85 -0.42
C24 0.11 3.03 -0.11
C25 -1.13 3.60 0.12
C26 -1.29 4.98 0.01
P1 0.34 1.22 0.05
C27 1.09 0.80 -1.56
C28 1.80 -0.39 -1.72
C29 2.25 -0.78 -2.97
C30 1.96 0.00 -4.08
C31 1.23 1.17 -3.95
C32 0.80 1.57 -2.69
C33 2.45 -0.44 -5.43
F4 3.72 -0.04 -5.66
F5 2.44 -1.78 -5.56
F6 1.70 0.07 -6.43
C34 1.72 1.23 1.26
C35 3.07 1.01 0.98
C36 4.00 1.04 2.01
C37 3.60 1.30 3.31
C38 2.26 1.54 3.60
C39 1.33 1.50 2.57
C40 4.64 1.33 4.39
F7 5.51 2.34 4.21
F8 5.37 0.20 4.40
F9 4.11 1.47 5.61
H18 1.89 5.85 -0.77
H19 2.18 3.41 -0.59
H20 -1.97 2.98 0.39
H21 -2.27 5.42 0.18
H22 1.99 -1.03 -0.87
H23 2.80 -1.71 -3.09
H24 0.99 1.76 -4.82
H25 0.22 2.48 -2.60
H26 3.40 0.83 -0.03
H27 5.05 0.87 1.79
H28 1.95 1.75 4.61
H29 0.28 1.69 2.79

Results
- Highest occupied orbital energy (alpha / beta): -0.252 / -0.289 Ha
- Frontier orbital gap (alpha / beta): 0.2391 / 0.2671 Ha
- Multiplicity: 4
- Energy: -119674.633 eV
- Energy relative to the best compared isomer or geometry (same formula, charge and spin): 0.28 kcal/mol
- Maximum force: 0.9 eV Å⁻¹
- Expectation value of S²: 3.778



No. 5
C40H30AsClN3O4RbS2 as an isolated structure, computed with ωB97M-V with the def2-TZVPD basis set.

Geometry (Å):
Rb1 0.78 1.61 -0.37
S1 1.94 -0.15 2.83
C1 3.63 -0.32 2.46
C2 4.28 -1.46 2.93
C3 5.61 -1.77 2.65
C4 6.17 -2.99 3.15
N1 6.59 -3.98 3.57
C5 6.35 -0.88 1.85
C6 5.73 0.28 1.39
C7 4.39 0.62 1.68
S2 3.78 2.12 1.06
C8 7.71 -1.14 1.51
N2 8.81 -1.35 1.23
H1 3.71 -2.14 3.55
H2 6.30 0.97 0.78
C9 -5.50 -0.59 -4.22
O1 -5.34 0.75 -4.62
C10 -4.31 1.45 -4.03
C11 -4.18 2.78 -4.46
C12 -3.17 3.54 -3.91
C13 -2.25 3.04 -2.98
C14 -1.12 3.87 -2.56
C15 -1.36 5.36 -2.30
O2 0.01 3.45 -2.37
C16 -2.40 1.68 -2.49
O3 -1.69 1.18 -1.58
C17 -3.46 0.92 -3.09
H3 -6.35 -0.97 -4.79
H4 -5.72 -0.67 -3.15
H5 -4.61 -1.18 -4.44
H6 -4.86 3.18 -5.20
H7 -3.05 4.56 -4.26
H8 -2.22 5.76 -2.83
H9 -0.46 5.92 -2.53
H10 -1.56 5.45 -1.23
H11 -3.57 -0.09 -2.72
Cl1 -1.57 7.25 3.21
C18 -0.31 6.32 2.44
C19 1.00 6.75 2.50
C20 1.96 5.97 1.87
C21 1.55 4.82 1.21
N3 0.28 4.42 1.16
C22 -0.63 5.16 1.77
H12 1.26 7.65 3.03
H13 3.00 6.24 1.90
H14 2.28 4.18 0.72
H15 -1.66 4.81 1.72
O4 1.50 -1.01 -0.55
As1 0.43 -2.00 0.21
C23 -1.14 -1.33 1.16
C24 -2.33 -2.05 1.01
C25 -3.48 -1.66 1.67
C26 -3.46 -0.54 2.49
C27 -2.29 0.18 2.64
C28 -1.13 -0.21 1.98
C29 -0.45 -3.01 -1.20
C30 -0.41 -4.39 -1.31
C31 -1.03 -5.02 -2.38
C32 -1.70 -4.27 -3.33
C33 -1.74 -2.89 -3.23
C34 -1.12 -2.25 -2.16
C35 1.29 -3.32 1.30
C36 2.65 -3.49 1.13
C37 3.32 -4.46 1.87
C38 2.62 -5.25 2.77
C39 1.25 -5.07 2.94
C40 0.58 -4.11 2.20
H16 -2.36 -2.92 0.36
H17 -4.39 -2.23 1.55
H18 -4.36 -0.22 3.00
H19 -2.26 1.06 3.27
H20 -0.22 0.36 2.14
H21 0.12 -4.97 -0.56
H22 -0.99 -6.10 -2.46
H23 -2.18 -4.77 -4.17
H24 -2.26 -2.30 -3.98
H25 -1.17 -1.17 -2.08
H26 3.19 -2.82 0.46
H27 4.39 -4.57 1.78
H28 3.15 -5.98 3.36
H29 0.71 -5.67 3.66
H30 -0.48 -3.95 2.35

Results
- Charge: -2
- Highest occupied orbital energy: -0.044 Ha
- Frontier orbital gap: 0.1727 Ha
- Energy: -150316.310 eV
- Energy relative to the best compared isomer or geometry (same formula, charge and spin): 1.28 kcal/mol
- Maximum force: 0.3 eV Å⁻¹



Please write out number 1 again, unchanged.
A 2-piece molecular cluster, C40H28O2 overall, computed with ωB97M-V with the def2-TZVPD basis set.

Geometry (Å):
C1 -3.54 1.19 -3.18
C2 -2.94 1.77 -2.06
C3 -1.86 1.11 -1.47
C4 -1.40 -0.12 -1.95
C5 -0.26 -0.70 -1.22
C6 0.99 0.05 -1.26
C7 2.27 -0.69 -1.55
C8 2.47 -1.29 -2.79
C9 3.75 -1.72 -3.15
C10 4.80 -1.65 -2.22
C11 4.58 -1.10 -0.95
C12 3.32 -0.58 -0.65
O1 1.01 1.29 -1.18
C13 -0.28 -2.05 -0.69
C14 -1.57 -2.82 -0.93
C15 -2.72 -2.36 -0.28
C16 -3.95 -2.95 -0.56
C17 -4.01 -4.01 -1.48
C18 -2.85 -4.50 -2.08
C19 -1.61 -3.91 -1.80
O2 0.64 -2.54 -0.03
C20 -2.01 -0.68 -3.09
C21 -3.07 -0.02 -3.71
H1 -4.38 1.70 -3.65
H2 -3.28 2.71 -1.63
H3 -1.34 1.50 -0.60
H4 1.62 -1.40 -3.47
H5 3.91 -2.09 -4.16
H6 5.79 -2.01 -2.49
H7 5.37 -1.04 -0.21
H8 3.13 -0.08 0.30
H9 -2.65 -1.50 0.39
H10 -4.85 -2.57 -0.09
H11 -4.98 -4.45 -1.73
H12 -2.91 -5.33 -2.79
H13 -0.69 -4.23 -2.29
H14 -1.62 -1.63 -3.47
H15 -3.53 -0.45 -4.60
C22 0.34 1.41 1.70
C23 -0.95 2.05 1.71
C24 -1.22 3.18 0.88
C25 -2.38 3.94 1.05
C26 -3.34 3.55 1.99
C27 -3.13 2.41 2.77
C28 -1.96 1.67 2.64
C29 0.65 0.14 2.33
C30 2.05 0.12 2.64
C31 2.62 -0.90 3.37
C32 1.78 -1.91 3.86
C33 0.41 -1.92 3.55
C34 -0.15 -0.93 2.73
C35 2.64 1.35 2.12
C36 1.59 2.15 1.54
C37 1.91 3.39 1.01
C38 3.26 3.73 0.85
C39 4.28 2.91 1.37
C40 3.97 1.74 2.06
H16 -0.53 3.41 0.07
H17 -2.52 4.84 0.45
H18 -4.25 4.14 2.13
H19 -3.88 2.10 3.51
H20 -1.76 0.83 3.30
H21 3.69 -0.87 3.58
H22 2.20 -2.70 4.50
H23 -0.23 -2.71 3.93
H24 -1.19 -0.98 2.41
H25 1.13 4.07 0.69
H26 3.52 4.63 0.30
H27 5.33 3.20 1.22
H28 4.74 1.11 2.52

Results
- Highest occupied orbital energy: -0.238 Ha
- Frontier orbital gap: 0.1264 Ha
- Energy: -46026.648 eV
- Maximum force: 1.4 eV Å⁻¹